[1]
14
Properties=species:S:1:pos:R:3:forces:R:3:lowdin_charge:R:1 method="wB97M-V/def2-TZVPD" homo_ev="-26.553 / -25.296" total_charge=+3 multiplicity=6 s_squared=9.313 e_tot_ha=-1526.3019
O -0.07283 3.06756 -0.16009 0.02 -4.37 0.21 0.41
C -0.07353 1.91776 -0.16009 -0.08 19.38 -0.88 -0.08
Dy -0.07483 0.00676 -0.16029 -0.96 0.26 13.02 1.09
O -0.07463 0.00696 -3.22109 -0.12 0.01 4.49 0.42
C -0.07473 0.00696 -2.07129 0.51 -0.03 -18.18 -0.09
C -0.07623 -1.90434 -0.16049 -0.02 -19.50 -0.84 -0.09
O -0.07703 -3.05414 -0.16059 0.00 4.35 0.18 0.41
C -1.98583 0.00806 -0.16039 -19.39 0.01 -0.15 -0.08
O -3.13563 0.00876 -0.16049 4.45 0.00 0.06 0.41
C 1.83617 0.00536 -0.16019 19.34 -0.08 -0.41 -0.09
O 2.98587 0.00466 -0.15999 -4.35 0.02 0.04 0.41
O -0.08673 0.00696 2.06551 1.75 -0.15 0.57 -0.02
H 0.52417 0.73876 2.33381 -0.61 -0.35 0.94 0.15
H 0.38577 -0.82014 2.33571 -0.54 0.45 0.94 0.15

=====

[2]
34
Properties=species:S:1:pos:R:3:forces:R:3:lowdin_charge:R:1 method="wB97M-V/def2-TZVPD" homo_ev=-8.709 e_tot_ha=-877.2831 smiles="N[C@@H](Cc1ccccc1)C(=O)N[C@@H](CO)C(=O)O" e_above_lowest_kj_mol=302.8
C -0.58491 1.59893 1.04751 -1.10 -0.40 -1.39 -0.28
C -0.53850 1.04221 -0.41746 2.77 4.49 0.52 -0.47
C 0.82236 1.92292 1.51737 1.27 1.87 -0.26 -0.13
C 1.82168 0.83298 1.51697 -0.46 -1.28 4.18 -0.24
C 2.24859 0.32244 2.82812 0.05 -0.57 -1.28 -0.01
C 2.22067 0.21890 0.38515 0.91 -0.33 -2.30 -0.06
C 2.98004 -0.88248 2.99101 -1.75 2.10 -1.41 -0.06
C 2.91011 -0.98916 0.49422 -0.66 1.49 2.45 -0.07
C 3.18475 -1.52458 1.75649 0.69 -0.37 -0.05 -0.10
C -1.27696 -0.53648 -2.04225 -0.64 0.49 -0.39 -0.24
C -2.25617 -0.04110 -3.10103 -1.22 0.98 -2.14 -0.42
C -1.53918 -1.94505 -1.95353 -0.69 -3.17 1.18 -0.22
H -1.25105 -0.22297 1.79463 -0.36 1.93 0.83 0.12
H -2.22719 1.09465 2.19979 -3.16 0.97 0.55 0.03
H -1.25082 2.43422 0.81069 0.74 0.83 0.48 0.16
H 1.36853 2.66478 0.91042 -1.10 0.30 -0.20 0.13
H 0.81047 2.34703 2.51247 -0.42 0.12 0.27 0.11
H 1.96443 0.84152 3.73770 -0.18 0.26 -0.25 0.10
H 2.04838 0.70474 -0.62437 0.06 -0.81 1.41 0.13
H 3.19650 -1.17017 4.03551 0.19 -0.41 -1.09 0.11
H 3.27456 -1.42648 -0.36600 0.59 -1.26 -1.55 0.08
H 3.64039 -2.47897 1.71175 0.61 -0.90 0.28 0.08
H -2.14326 -0.11713 -0.04009 2.59 -0.27 -1.87 0.21
H -0.36705 -0.44852 -2.59476 1.26 0.82 0.29 0.17
H -1.58088 -2.44399 -2.95061 0.86 0.18 0.88 0.14
H -0.78514 -2.35744 -1.17630 -1.47 0.02 -1.47 0.17
H -3.45993 -1.85190 -2.29932 1.41 -0.64 2.49 0.13
H -2.72894 1.34720 -4.12765 0.02 0.55 0.46 0.14
N -1.34925 0.81872 1.98656 3.90 -3.76 -0.96 0.06
N -1.23119 -0.02942 -0.66340 -3.74 -1.35 -0.63 0.14
O 0.12544 1.72757 -1.22714 -1.16 -1.84 0.82 0.03
O -2.89042 -0.71145 -3.94363 1.50 0.58 2.36 0.06
O -2.89455 -2.03078 -1.44234 -1.19 -0.11 -2.01 -0.10
O -2.26149 1.28925 -3.26648 -0.14 -0.52 -0.23 0.14

=====

[3]
63
Properties=species:S:1:pos:R:3:forces:R:3:lowdin_charge:R:1 method="wB97M-V/def2-TZVPD" homo_ev=-8.049 e_tot_ha=-1418.0863 e_above_lowest_kj_mol=0.0
Au -0.16428 -0.21222 0.71815 0.06 -0.10 -0.04 0.85
C -2.96378 -3.06840 -1.58410 -0.02 0.02 -0.01 -0.07
C -3.55156 -1.69428 -1.24853 0.00 -0.03 -0.04 -0.38
C -5.05090 -1.65824 -1.52912 0.00 0.00 0.00 -0.08
C -2.81958 -0.60892 -1.98500 0.01 0.04 -0.03 -0.30
C -3.08368 -0.02998 -3.24206 -0.04 -0.01 0.02 -0.02
C -2.07017 0.88939 -3.41373 0.03 -0.03 0.06 -0.08
N -1.27063 0.83897 -2.33175 0.05 0.07 0.06 -0.05
N -1.72680 -0.07538 -1.45592 0.00 -0.05 -0.12 0.07
B 0.02475 1.64121 -2.08128 -0.01 -0.07 0.04 -0.52
N 1.28564 0.75040 -2.20434 -0.03 0.08 0.01 -0.04
C 1.94904 0.49812 -3.34856 -0.01 0.00 0.07 -0.08
C 2.99160 -0.35410 -3.06319 0.02 -0.02 0.02 -0.02
C 2.89368 -0.57459 -1.67354 -0.01 0.02 -0.05 -0.30
N 1.85990 0.09474 -1.17475 -0.07 -0.01 -0.03 0.08
C 3.78665 -1.40915 -0.79116 0.01 0.03 0.01 -0.39
C 5.25188 -1.26917 -1.20890 -0.04 0.00 0.01 -0.08
C 3.61186 -1.05919 0.68505 0.00 0.01 -0.02 -0.09
N -0.02558 2.38736 -0.70617 0.02 0.03 -0.11 -0.01
C -0.02878 3.72294 -0.59115 -0.02 -0.08 0.02 -0.06
C -0.12319 4.05764 0.74171 0.09 -0.01 0.00 -0.01
C -0.16615 2.83442 1.42024 0.01 0.16 -0.02 -0.28
N -0.11412 1.84206 0.53405 -0.03 -0.05 0.02 -0.05
C -0.31977 2.67555 2.90794 -0.03 -0.09 0.00 -0.38
C 0.48671 1.53778 3.53124 0.03 0.04 -0.02 -0.10
C -1.80386 2.55550 3.27124 0.02 -0.06 0.00 -0.07
H -3.45656 -3.85719 -1.00920 0.00 0.01 0.00 0.07
H -1.89486 -3.09344 -1.36858 0.00 -0.01 0.00 0.05
H -3.09674 -3.28997 -2.64620 0.00 0.00 0.02 0.08
H -3.38656 -1.50661 -0.18251 -0.01 0.01 0.01 0.12
H -5.24909 -1.84878 -2.58687 0.00 0.00 0.02 0.08
H -5.47841 -0.68675 -1.27660 0.01 -0.02 -0.01 0.08
H -5.57086 -2.42587 -0.95216 0.00 0.01 -0.01 0.07
H -3.89859 -0.23532 -3.91662 0.03 0.00 0.02 0.09
H -1.86552 1.57608 -4.21915 0.00 -0.01 0.02 0.11
H 0.08233 2.49486 -2.93028 0.00 -0.02 0.01 0.11
H 1.64176 0.95230 -4.27701 0.00 -0.01 0.02 0.12
H 3.72594 -0.73648 -3.75231 -0.02 0.01 0.02 0.09
H 3.51146 -2.46330 -0.92688 0.01 -0.02 0.00 0.12
H 5.58154 -0.23568 -1.08406 0.01 0.00 0.00 0.09
H 5.40356 -1.54669 -2.25255 0.00 0.00 0.01 0.07
H 5.88760 -1.90924 -0.59408 0.00 0.01 0.00 0.07
H 3.85350 -0.00713 0.85246 0.00 -0.03 0.01 0.08
H 4.27602 -1.67190 1.29832 -0.01 0.00 0.00 0.08
H 2.58566 -1.20925 1.02287 0.03 0.01 -0.01 0.03
H 0.03797 4.33780 -1.47239 0.00 -0.02 0.01 0.12
H -0.14163 5.04228 1.17767 0.00 -0.02 -0.01 0.10
H 0.05945 3.61013 3.32865 -0.04 0.04 0.02 0.13
H 0.08194 0.56448 3.25006 0.01 0.01 0.00 0.02
H 0.44707 1.62031 4.61918 0.01 0.00 0.00 0.08
H 1.53168 1.56500 3.21846 -0.02 0.00 0.00 0.08
H -2.21774 1.63813 2.84504 0.00 0.01 0.00 0.07
H -2.37748 3.39708 2.88168 0.01 -0.01 0.00 0.08
H -1.93144 2.51966 4.35514 0.00 0.00 -0.01 0.08
N -0.91551 -3.01121 1.65885 0.01 0.00 -0.01 0.01
C -0.75124 -4.32640 1.43210 0.01 0.00 0.01 -0.09
C 0.18794 -4.44677 0.43553 0.01 0.01 -0.04 -0.05
C 0.53977 -3.12942 0.10557 0.04 0.00 -0.03 -0.14
N -0.13271 -2.27319 0.85909 -0.09 0.06 0.08 -0.15
H -1.52329 -2.54856 2.31128 -0.01 0.01 0.01 0.15
H -1.30568 -5.06408 1.98691 0.01 0.02 -0.01 0.12
H 0.56158 -5.35540 -0.00170 -0.01 0.02 0.01 0.10
H 1.22535 -2.75071 -0.63681 -0.02 -0.01 0.03 0.10

=====

[4]
65
Properties=species:S:1:pos:R:3:forces:R:3:lowdin_charge:R:1 method="wB97M-V/def2-TZVPD" homo_ev=-8.288 e_tot_ha=-1727.1380 smiles="CC(C)CN(CCCNC(=O)CN1N=C(c2ccc(Cl)cc2)CCC1=O)CC(C)C" e_above_lowest_kj_mol=0.0
C 2.50901 3.29867 -0.80528 -0.13 -0.14 -0.30 -0.07
H 3.28813 3.37712 -0.05030 0.11 0.02 0.15 0.08
H 2.21484 4.30201 -1.10510 -0.01 0.13 0.01 0.08
H 1.65143 2.79952 -0.36347 -0.09 0.01 0.13 0.06
C 3.01663 2.50746 -2.00641 0.21 -0.03 0.19 -0.42
C 4.22791 3.19704 -2.63054 -0.28 -0.17 -0.03 -0.08
H 3.96554 4.20011 -2.95857 0.03 0.11 -0.05 0.08
H 5.03722 3.27391 -1.90722 0.12 0.03 0.09 0.08
H 4.58968 2.63881 -3.49157 0.10 -0.02 -0.11 0.07
H 2.22588 2.46520 -2.76185 -0.01 -0.02 -0.01 0.13
C 3.39925 1.08269 -1.58992 -0.20 0.15 -0.10 -0.18
N 2.33545 0.36650 -0.90421 0.13 -0.09 0.03 -0.17
C 2.82867 -0.81251 -0.20715 0.23 0.25 0.18 -0.19
H 3.54489 -1.38071 -0.82468 -0.07 -0.08 0.00 0.13
C 3.50101 -0.46764 1.13008 -0.20 -0.16 0.01 -0.41
C 4.00149 -1.74560 1.79827 0.06 0.28 -0.17 -0.08
H 4.73194 -2.24997 1.16942 0.09 -0.12 -0.03 0.07
H 3.17413 -2.42991 1.97531 -0.11 -0.12 0.05 0.08
H 4.47006 -1.51727 2.75290 0.05 -0.04 0.11 0.08
C 2.53363 0.27829 2.04281 0.28 0.04 -0.19 -0.06
H 1.73566 -0.38504 2.36733 -0.16 -0.11 0.07 0.06
H 3.04886 0.65087 2.92537 0.00 0.03 0.14 0.08
H 2.09873 1.11724 1.50744 -0.11 0.12 0.02 0.06
H 4.36259 0.17995 0.94037 0.00 -0.01 -0.02 0.12
H 1.97761 -1.46611 -0.00058 -0.04 -0.10 -0.01 0.12
C 1.16645 0.09835 -1.71948 0.00 -0.12 -0.19 -0.18
H 0.76627 1.05111 -2.07255 -0.11 -0.01 -0.01 0.12
C 1.37908 -0.83448 -2.92453 -0.26 0.22 0.21 -0.15
H 1.82850 -1.76947 -2.58240 0.12 -0.05 -0.03 0.11
C 0.06705 -1.14567 -3.63848 0.15 0.09 -0.22 -0.17
N -0.84757 -1.85694 -2.77396 0.53 -0.18 -0.10 0.07
C -2.10418 -1.44280 -2.54624 -0.26 -0.55 0.31 -0.48
O -2.63470 -0.50933 -3.10858 -0.26 0.36 -0.12 0.06
C -2.83625 -2.28860 -1.48751 0.03 0.05 -0.33 -0.02
N -2.47385 -1.87005 -0.14270 0.35 -0.49 -0.13 -0.05
C -1.27132 -2.20575 0.39303 0.19 0.09 0.36 -0.43
O -0.48503 -2.93204 -0.19300 0.15 -0.16 0.06 0.05
C -0.96638 -1.54586 1.71915 -0.07 -0.11 0.03 -0.08
C -2.22152 -1.35198 2.56401 0.08 0.01 -0.26 -0.10
C -3.30554 -0.77521 1.68947 0.60 -0.51 -0.21 -0.22
N -3.37426 -1.05112 0.44344 -0.81 0.76 0.47 0.16
C -4.34449 0.09058 2.23812 -0.52 0.44 0.16 -0.17
C -5.11086 0.87889 1.37464 0.11 -0.09 0.16 -0.01
C -6.10721 1.69861 1.86055 -0.07 0.03 0.10 -0.09
C -6.35328 1.73696 3.22619 0.23 -0.22 -0.04 -0.68
C -5.61072 0.95817 4.10026 -0.19 0.16 0.01 -0.10
C -4.61067 0.14272 3.60676 0.12 -0.06 -0.32 -0.03
H -4.05276 -0.47042 4.29750 0.09 -0.05 0.07 0.11
H -5.81673 0.99085 5.15864 -0.04 0.02 0.08 0.11
Cl -7.59698 2.76190 3.84411 -0.15 0.13 0.07 0.68
H -6.69263 2.30788 1.19020 -0.06 0.07 -0.04 0.11
H -4.90338 0.83460 0.31767 0.00 0.04 -0.11 0.11
H -2.00226 -0.69771 3.40728 -0.07 -0.06 0.01 0.12
H -2.56603 -2.31536 2.95687 0.00 0.04 0.06 0.14
H -0.21489 -2.13936 2.24102 -0.02 0.04 -0.14 0.13
H -0.52366 -0.57072 1.48390 0.02 -0.04 0.00 0.13
H -2.58690 -3.34542 -1.60717 -0.05 0.08 0.02 0.13
H -3.90904 -2.12785 -1.59273 0.20 -0.05 -0.01 0.13
H -0.45559 -2.57536 -2.17587 -0.25 0.09 0.02 0.11
H 0.26833 -1.75485 -4.52815 -0.04 0.17 0.02 0.12
H -0.43706 -0.22792 -3.95209 0.07 -0.11 -0.04 0.12
H 2.05818 -0.36931 -3.63995 0.08 -0.07 -0.04 0.11
H 0.41326 -0.34572 -1.06237 -0.04 0.06 -0.04 0.11
H 3.76220 0.53113 -2.47496 0.06 0.00 0.05 0.12
H 4.23618 1.15688 -0.89253 0.08 0.01 -0.05 0.12

=====

[5]
18
Properties=species:S:1:pos:R:3:forces:R:3:lowdin_charge:R:1 method="wB97M-V/def2-TZVPD" homo_ev="-7.659 / -8.195" e_tot_ha=-385.5336 e_above_lowest_kj_mol=665.5
C -0.69719 -2.31779 1.68620 -0.56 -1.56 1.16 -0.12
C 0.68280 -2.24217 1.98115 -0.36 -1.34 -0.78 -0.08
C -1.30551 -1.44629 0.82459 -1.01 2.45 0.25 -0.09
C 1.48537 -1.29592 1.34720 0.75 0.37 1.33 -0.05
C -0.52116 -0.36821 0.34841 0.38 -0.01 -2.18 -0.03
C 0.91069 -0.29386 0.52786 -1.21 0.06 0.47 -0.33
C 0.44471 1.85300 -1.44110 0.82 0.72 -0.95 0.09
C -0.12548 2.54128 -2.39372 0.74 -2.31 3.65 -0.23
C -1.13308 3.17460 -3.10883 1.77 -0.61 1.00 -0.03
C 1.67668 0.79086 0.05482 -4.72 0.60 -2.81 0.20
H -1.38709 -3.09232 2.16694 1.45 0.96 -0.58 0.13
H 1.04374 -3.13832 2.53446 0.29 1.29 -0.12 0.11
H -2.45686 -1.44353 0.79888 2.06 0.02 -0.58 0.13
H 2.54577 -1.13352 1.62848 -0.65 -0.69 -0.29 0.12
H -0.81250 0.36874 -0.45251 -0.50 -0.77 1.28 0.08
H -0.87186 4.10023 -3.58189 -0.35 0.21 -0.43 0.03
H -2.13180 2.79972 -2.98624 -0.27 0.10 -0.29 0.04
H 2.65277 1.14349 0.06529 1.37 0.50 -0.12 0.04

=====

[6]
72
Properties=species:S:1:pos:R:3:forces:R:3:lowdin_charge:R:1 method="wB97M-V/def2-TZVPD" homo_ev=-10.200 total_charge=+1 e_tot_ha=-1571.4981 smiles=COc1ccc2c(c1)c(C(c1cn(C)c3ccc(OC)cc13)[n+]1cccc([C@H]3CCCN3C)c1)cn2C e_above_lowest_kj_mol=249.5
C -6.22282 2.95687 -1.26609 0.66 -0.04 0.03 -0.06
O -4.77052 2.87167 -1.28645 -0.59 -0.45 0.12 -0.10
C -4.19932 1.68622 -1.65633 0.57 -0.51 0.31 -0.25
C -2.84212 1.47844 -1.27281 -1.51 0.82 -0.37 0.05
C -2.20014 0.35468 -1.75642 -0.17 -1.14 -0.86 -0.14
C -2.92234 -0.64700 -2.45857 0.47 0.40 0.25 -0.17
C -4.26295 -0.48956 -2.77439 -0.26 0.03 0.00 0.00
C -4.90405 0.68350 -2.38205 0.13 0.36 0.04 -0.01
N -2.04202 -1.67570 -2.76661 0.85 0.27 0.33 -0.10
C -2.41845 -2.89620 -3.43079 0.22 -0.43 -0.29 -0.01
C -0.77188 -1.36176 -2.32228 -1.36 1.45 0.31 0.04
C -0.83778 -0.09038 -1.73445 -0.28 -0.55 0.49 -0.15
C 0.21172 0.73605 -1.14987 0.08 -0.08 0.68 -0.06
C 1.52599 0.08603 -1.01245 -0.11 0.15 0.39 -0.14
C 1.81265 -1.24059 -0.69543 1.29 1.41 -0.87 0.01
N 3.17601 -1.42872 -0.84190 -1.23 0.37 0.44 -0.09
C 3.82735 -2.70906 -0.73936 0.26 -0.27 0.09 -0.01
C 3.77874 -0.21781 -1.15684 -0.72 0.33 -0.31 -0.16
C 2.76555 0.77599 -1.24356 0.15 -1.40 -0.15 -0.12
C 3.04333 2.06121 -1.68900 1.46 0.79 -0.53 0.04
C 4.38348 2.33052 -2.08224 -1.41 0.07 0.35 -0.26
O 4.79158 3.51085 -2.62439 -0.23 0.21 0.00 -0.10
C 3.85231 4.57276 -2.92673 0.45 -0.71 0.31 -0.05
C 5.39210 1.34284 -1.94166 -0.17 0.08 -0.17 0.01
C 5.09448 0.06051 -1.51008 0.23 0.32 0.12 0.00
H -6.44765 3.85634 -0.69132 0.05 -0.14 -0.11 0.09
H -6.62489 3.06651 -2.27920 0.10 -0.07 0.14 0.09
H -6.67041 2.08411 -0.76873 0.20 0.19 -0.15 0.10
H -2.33159 2.19225 -0.62806 -0.22 0.08 -0.35 0.12
H -4.78416 -1.26185 -3.33956 -0.07 0.32 0.17 0.11
H -5.95530 0.85227 -2.66090 0.68 -0.16 0.18 0.11
H -3.50402 -2.90146 -3.54573 0.25 -0.19 0.01 0.08
H -1.95207 -2.96684 -4.42631 -0.21 0.00 0.31 0.10
H -2.10142 -3.75479 -2.82164 -0.23 0.15 -0.26 0.10
H 0.08876 -2.00195 -2.45988 -0.30 0.02 -0.20 0.13
H 0.23869 1.75767 -1.55322 0.15 -0.39 -0.04 0.15
H 1.14595 -2.03313 -0.42790 -0.04 -0.32 0.10 0.12
H 4.89286 -2.56865 -0.95049 -0.30 -0.23 0.14 0.09
H 3.69361 -3.12184 0.26542 0.19 0.04 -0.12 0.10
H 3.40741 -3.41912 -1.46119 0.15 0.17 0.06 0.10
H 2.25364 2.81447 -1.75952 0.38 -0.22 -0.13 0.10
H 4.47554 5.34057 -3.39400 -0.30 -0.12 0.15 0.10
H 3.07616 4.23604 -3.62959 0.21 0.01 0.20 0.10
H 3.39237 4.95803 -2.00370 0.12 -0.08 -0.26 0.09
H 6.40099 1.63333 -2.23685 -0.27 -0.19 0.10 0.13
H 5.85638 -0.70930 -1.43398 0.05 0.24 -0.11 0.11
C -0.02302 -0.61747 5.72418 -0.04 0.08 0.32 -0.09
N -0.05107 -1.46180 4.55996 0.56 0.56 -0.75 -0.21
C -0.03846 -2.88387 4.79861 -0.06 -0.30 0.24 -0.19
C -0.46965 -3.52539 3.47656 0.02 0.02 -0.24 -0.14
C -1.06213 -2.38119 2.60788 -0.12 -0.06 0.19 -0.11
C -0.87272 -1.07504 3.42003 -0.83 -0.10 1.06 -0.26
C -0.27488 0.08618 2.62002 -0.62 0.11 -0.48 -0.09
C 0.82077 0.83964 3.08916 0.15 -0.17 -0.46 0.02
C 1.26682 1.90963 2.29745 -1.15 0.14 -0.76 0.00
C 0.66075 2.09422 1.03997 0.55 -0.65 0.12 -0.03
N -0.19337 1.17742 0.46602 0.19 0.63 1.90 0.03
C -0.83433 0.34680 1.32670 1.34 -0.02 0.78 0.02
H 0.00067 0.43807 5.41963 -0.18 -0.33 0.36 0.07
H -0.88260 -0.77509 6.40796 0.15 0.08 -0.26 0.10
H 0.89447 -0.82981 6.29572 -0.27 0.13 -0.09 0.10
H 0.97039 -3.20278 5.10516 -0.26 0.05 -0.08 0.12
H -0.71636 -3.17781 5.62556 0.05 0.18 -0.25 0.12
H 0.39565 -3.97669 2.97319 -0.31 0.05 0.12 0.11
H -1.22068 -4.30188 3.65618 0.28 0.07 -0.13 0.11
H -0.56976 -2.31806 1.63066 -0.11 -0.03 0.18 0.09
H -2.13869 -2.53120 2.44800 0.36 -0.04 -0.15 0.12
H -1.89678 -0.78096 3.79984 0.68 0.14 -0.46 0.17
H 1.31643 0.63810 4.06593 -0.51 -0.04 -1.16 0.12
H 2.04769 2.59695 2.64240 -0.51 -0.21 -0.21 0.13
H 0.84712 2.98315 0.44037 0.52 -0.46 -0.18 0.13
H -1.78798 -0.07512 0.98995 0.74 -0.46 -0.15 0.15